C5H9NS in the gas phase, computed with ωB97M-V/def2-TZVPD.

Structure (XYZ):
```
16
Properties=species:S:1:pos:R:3:forces:R:3:mulliken_charge:R:1
N -0.86693 1.24819 -2.27481 0.236 -0.083 0.619 -0.48
C -0.34836 0.91375 -1.29968 -0.305 -0.322 -0.720 0.04
S -0.79987 0.42348 1.32621 -0.576 -0.527 -0.156 -0.04
C -2.13539 -0.80287 0.85673 0.727 -0.050 -0.113 -0.80
C 1.52200 1.35927 0.16357 -0.589 -0.053 0.267 -1.62
C 0.94043 -1.00125 -0.35038 -0.625 -0.672 -0.647 -1.42
C 0.35614 0.40520 -0.11608 0.240 -0.456 0.166 1.13
H -2.94030 -0.77050 1.61411 0.651 0.114 -0.276 0.33
H -1.73148 -1.82949 0.76561 -0.162 0.568 0.325 0.25
H -2.55485 -0.54089 -0.11189 -0.055 0.217 -0.007 0.30
H 2.12596 1.40616 -0.73342 0.236 0.080 -0.093 0.42
H 1.13118 2.34048 0.39187 0.096 0.366 0.090 0.42
H 2.10665 0.98814 0.99719 0.130 -0.024 0.122 0.39
H 0.15585 -1.68014 -0.73025 0.336 0.294 -0.005 0.36
H 1.77095 -1.00571 -1.08755 -0.498 0.169 0.447 0.38
H 1.26802 -1.45383 0.58877 0.157 0.378 -0.018 0.35
```
Positions in Å, forces in eV/Å.

Properties
HOMO level   -9.2 eV
Total charge   0
LUMO   0.76 eV
SMILES   CSC(C)(C)C#N
Relative energy (zero: lowest compared OMol25 entry of this formula, charge and spin)   0.2769 eV
Kohn-Sham gap   9.99 eV
Strongest force on any atom   1.1 eV/Å
Calculated total energy   -648.84297 Ha
2S+1   1


C5H9NS2 in the gas phase, computed with ωB97M-V/def2-TZVPD.

Structure (XYZ):
```
17
Properties=species:S:1:pos:R:3:forces:R:3:mulliken_charge:R:1
C 0.29107 0.57766 0.76677 -3.698 -3.023 2.360 -0.37
C -1.33149 0.04023 0.54951 0.271 1.155 1.323 0.13
C 0.83247 0.94953 -0.48615 2.324 2.145 -0.778 0.57
C -1.44122 -1.50118 0.66902 0.395 -0.705 2.236 -1.03
C 2.35932 0.62805 -0.70627 0.311 0.136 0.453 -1.29
N -1.64445 0.46319 -0.82064 0.987 0.132 -0.329 -0.56
S 1.00092 0.27207 2.16467 0.276 0.346 0.300 -0.22
S -0.13002 0.06773 -1.61487 -0.864 -0.672 -2.500 -0.11
H -2.00157 0.64407 1.30988 1.336 -1.421 -1.365 0.30
H 0.58381 2.03917 -0.54295 0.515 -0.361 -0.414 0.26
H -0.87011 -1.88558 1.60057 -0.644 0.639 -1.599 0.29
H -1.10245 -2.04115 -0.22802 0.232 0.469 0.359 0.30
H -2.46815 -1.86623 0.86158 0.182 0.640 -0.166 0.33
H 2.72623 1.17458 -1.61272 -0.487 -1.149 0.277 0.35
H 2.49755 -0.53405 -0.68271 -0.069 2.303 -0.331 0.34
H 3.02018 1.10575 0.07884 -1.112 -0.806 -0.387 0.36
H -2.32210 -0.13384 -1.30652 0.045 0.169 0.561 0.33
```
Positions in Å, forces in eV/Å.

Properties
HOMO level   -8.4 eV
Total charge   0
LUMO   -0.18 eV
SMILES   C[C@@H]1NS[C@H](C)C1=S
Relative energy (zero: lowest compared OMol25 entry of this formula, charge and spin)   2.2961 eV
Kohn-Sham gap   8.22 eV
Strongest force on any atom   5.3 eV/Å
Calculated total energy   -1046.96394 Ha
2S+1   1


C5H9NS3 in the gas phase, computed with ωB97M-V/def2-TZVPD.

Structure (XYZ):
```
18
Properties=species:S:1:pos:R:3:forces:R:3:mulliken_charge:R:1
C 0.45214 1.44343 -1.36640 1.088 -4.746 2.298 -0.10
C 1.51339 -0.64735 -1.09879 -1.810 2.380 0.564 -0.55
C -0.45959 -0.38739 0.54532 2.628 0.285 0.065 0.09
C 0.75279 0.74073 2.96663 0.608 0.581 0.987 -0.71
C -2.01085 -1.11466 -1.57139 1.424 1.342 -0.197 -0.79
N 1.30092 0.57048 -1.65638 -0.987 1.132 -0.578 -0.37
S -0.67821 1.22731 0.06407 -0.389 0.484 -0.049 -0.18
S 0.33130 -0.80626 2.14549 -0.070 -0.718 -0.158 -0.08
S -1.54916 -1.63500 0.08917 -1.209 -0.600 0.129 -0.08
H 0.51600 2.38865 -1.63655 -0.020 4.333 -1.854 0.55
H 2.31114 -0.53049 -0.41944 0.852 -0.942 0.937 0.30
H 1.37828 -1.39319 -1.81764 0.141 -1.743 -0.435 0.32
H -0.02866 1.41226 2.64538 -0.077 0.584 0.274 0.25
H 1.73847 1.14434 2.62052 -0.831 -0.385 0.342 0.24
H 0.75715 0.68202 4.13623 -0.124 -0.322 -2.326 0.29
H -2.84810 -1.71392 -1.82143 -0.785 -0.632 -0.368 0.39
H -1.13350 -1.37061 -2.25213 -1.237 0.766 0.567 0.20
H -2.34353 -0.01034 -1.57264 0.800 -1.798 -0.198 0.24
```
Positions in Å, forces in eV/Å.

Properties
HOMO level (alpha / beta)   -7.0 / -6.9 eV
Total charge   0
LUMO (alpha / beta)   0.09 / 0.47 eV
Relative energy (zero: lowest compared OMol25 entry of this formula, charge and spin)   2.7714 eV
Kohn-Sham gap (alpha / beta)   7.08 / 7.37 eV
Strongest force on any atom   5.4 eV/Å
Calculated total energy   -1445.08139 Ha
2S+1   1


Q: Which formula does entry 3 have?
A: C5H9NS3